No. 1
A structure of composition C47H58AsN5ORuSbSe4 in a non-equilibrium geometry, computed with ωB97M-V/def2-TZVPD.

<S²>: 8.816
net charge: -2
gap between HOMO and LUMO (spin up / spin down): 3.044 / 5.213 eV
HOMO level (spin up / spin down): 0.87 / -1.34 eV
spin multiplicity: 6

Positions of all 118 atoms, in Å:
Ru  0.6776  -1.5095  0.4131
C  -0.7703  -5.9269  0.6317
C  0.0960  -4.9201  1.3943
C  0.2067  -5.2057  2.8933
C  1.4525  -4.8311  0.6703
C  2.3862  -5.8047  1.0152
C  3.5620  -5.9569  0.2802
C  3.8255  -5.1082  -0.7991
C  2.9724  -4.0615  -1.1430
C  3.3981  -3.1257  -2.2611
C  4.8694  -2.7198  -2.1002
C  3.1889  -3.8466  -3.5929
C  1.7619  -3.9788  -0.4208
N  0.7423  -3.0447  -0.8460
C  0.3676  -3.0751  -2.1566
C  -0.2718  -2.0804  -2.8744
N  -0.7174  -0.9394  -2.4002
C  -1.0522  0.0523  -3.3147
C  -0.1909  0.4774  -4.3645
C  -0.6063  1.5362  -5.2103
C  -1.8331  2.1431  -5.0936
C  -2.6726  1.7653  -4.0459
C  -2.2422  0.8066  -3.0860
C  -3.1333  0.5658  -1.8892
C  -3.7011  1.8630  -1.2858
C  -4.2106  -0.5048  -2.1810
C  1.1857  -0.1365  -4.6267
C  2.2440  0.9552  -4.3639
C  1.2725  -0.7417  -6.0504
H  -1.7336  -6.0457  1.1069
H  -0.3231  -6.9087  0.6364
H  -0.9425  -5.6357  -0.4138
H  -0.4449  -3.9501  1.2692
H  0.5561  -6.2032  3.1386
H  -0.7868  -5.1171  3.3246
H  0.8477  -4.5320  3.4914
H  2.1784  -6.4840  1.8160
H  4.2931  -6.7345  0.5375
H  4.7947  -5.2285  -1.2819
H  2.8457  -2.1879  -2.2596
H  5.5643  -3.5096  -2.2780
H  5.1172  -2.2916  -1.1245
H  5.1236  -1.9343  -2.7975
H  3.8711  -4.7181  -3.6364
H  3.4097  -3.2315  -4.4643
H  2.1686  -4.1987  -3.7653
H  0.5502  -3.9807  -2.7322
H  -0.3249  -2.4012  -3.9674
H  0.0121  1.7925  -6.0695
H  -2.2010  2.8955  -5.7905
H  -3.6585  2.2523  -3.8654
H  -2.4538  0.2604  -1.0836
H  -4.4841  2.3506  -1.8477
H  -2.9064  2.6035  -1.2042
H  -4.0882  1.7379  -0.2524
H  -4.7885  -0.2833  -3.0766
H  -4.9414  -0.5990  -1.3603
H  -3.7939  -1.5140  -2.3473
H  1.3653  -0.9642  -3.9354
H  2.1017  1.7638  -5.1099
H  3.2497  0.5702  -4.5554
H  2.1932  1.4014  -3.3806
H  1.3690  0.0756  -6.7501
H  0.4229  -1.3919  -6.3368
H  2.2199  -1.3150  -6.1701
Se  2.0647  0.1170  -0.4941
Sb  2.7934  0.8426  1.9138
Se  2.2936  -1.9383  2.2809
Se  1.4615  -0.6520  3.9873
Se  4.9339  -0.8098  1.8068
N  0.1277  4.0360  -2.2582
H  -0.6400  4.6586  -2.1061
H  0.0114  3.2329  -1.6244
H  -0.0400  3.6016  -3.1662
N  -2.2250  -1.9499  0.2463
C  -3.4495  -1.9180  0.7964
C  -3.3025  -1.7007  2.1998
C  -1.8780  -1.5193  2.3547
N  -1.2270  -1.7156  1.1668
H  -1.9551  -1.8367  -0.7088
H  -4.2943  -2.2378  0.2342
H  -4.0497  -1.6439  2.9579
H  -1.2777  -1.2211  3.2204
O  0.4868  1.7884  1.8315
As  -0.1920  3.0256  2.8995
C  1.2629  3.9168  3.7516
C  2.2025  3.0584  4.3890
C  3.4869  3.5461  4.6023
C  3.8489  4.8737  4.3914
C  2.8330  5.7435  3.9669
C  1.5392  5.2943  3.6720
C  -1.1958  4.3296  1.8242
C  -2.6169  4.3884  1.8183
C  -3.2770  5.3952  1.1103
C  -2.5215  6.3349  0.4009
C  -1.0975  6.2596  0.3808
C  -0.4347  5.3077  1.1539
C  -1.4033  2.1981  4.1781
C  -1.1973  2.4890  5.5298
C  -2.1520  2.1642  6.4941
C  -3.2767  1.3861  6.1447
C  -3.3803  1.0041  4.8160
C  -2.5297  1.4289  3.8248
H  1.9864  2.0041  4.5615
H  4.2169  2.8746  5.0136
H  4.8739  5.2441  4.5310
H  3.0006  6.8269  3.9319
H  0.7273  5.9922  3.4298
H  -3.2328  3.6564  2.3449
H  -4.3594  5.4666  1.1498
H  -2.9398  7.1525  -0.1743
H  -0.5338  6.9748  -0.2190
H  0.6530  5.3323  1.2101
H  -0.3222  3.0296  5.8619
H  -2.0127  2.5445  7.5164
H  -4.0603  1.0903  6.8496
H  -4.2110  0.3542  4.5428
H  -2.7089  1.1886  2.8069

Results of the Mulliken charge analysis, in e, for atoms 1 through 6: atom 1 (Ru): 1.481, atom 2 (C): -1.730, atom 3 (C): 2.838, atom 4 (C): -1.756, atom 5 (C): 0.458, atom 6 (C): -0.814

No. 2
A cluster of 4 separate species, C47H58N3O7P in total, computed with ωB97M-V/def2-TZVPD.

net charge: 0
gap between HOMO and LUMO: 8.445 eV
HOMO level: -9.18 eV
SMILES string: COCCCCCCCc1c(-c2cccnc2)cc2nc(P(=O)(O)O)c(O)nc2c1CCCCCCOC(C)=O.c1ccccc1.c1ccccc1.c1ccccc1

Positions of all 116 atoms, in Å:
C  7.4638  0.9580  3.3678
O  6.8112  1.9066  2.5694
C  5.4173  1.9876  2.7989
C  4.7233  2.5207  1.5614
C  5.1453  1.7938  0.2634
C  3.9722  1.3958  -0.6514
C  3.5793  -0.0907  -0.5565
C  2.3180  -0.3557  0.2654
C  1.0026  0.1454  -0.3574
C  0.3140  -0.8262  -1.2842
C  0.0457  -0.4918  -2.6532
C  0.3488  0.8305  -3.2621
C  -0.6809  1.6059  -3.7841
C  -0.3779  2.8105  -4.3897
C  0.9489  3.2068  -4.4643
N  1.9488  2.4821  -3.9710
C  1.6435  1.3279  -3.3879
C  -0.5936  -1.3798  -3.4627
C  -0.9879  -2.6288  -2.9814
N  -1.5817  -3.5233  -3.8139
C  -1.9217  -4.6814  -3.3220
P  -2.6513  -5.8767  -4.4818
O  -2.2750  -7.2679  -4.2842
O  -4.2244  -5.6070  -4.3582
O  -2.2143  -5.3102  -5.8973
C  -1.7368  -4.9764  -1.9302
O  -2.0968  -6.1893  -1.4390
N  -1.1788  -4.1371  -1.1251
C  -0.7702  -2.9422  -1.6301
C  -0.1367  -2.0103  -0.7788
C  -0.0689  -2.3547  0.6826
C  -1.4682  -2.2835  1.3468
C  -1.4263  -1.7182  2.7777
C  -1.9245  -0.2794  2.8753
C  -3.3926  -0.1092  2.4409
C  -3.6355  1.0566  1.4853
O  -4.7426  1.8282  1.9736
C  -5.1114  2.8811  1.1719
C  -5.7640  2.4820  -0.1272
O  -4.9595  4.0210  1.5277
H  8.4703  0.8124  2.9802
H  7.5423  1.2768  4.4131
H  6.9562  -0.0126  3.3458
H  5.0199  1.0040  3.0736
H  5.2337  2.6551  3.6494
H  4.9052  3.5888  1.4643
H  3.6540  2.3559  1.7051
H  5.7119  0.9081  0.5504
H  5.8414  2.4223  -0.2874
H  3.1129  2.0197  -0.4018
H  4.2553  1.6146  -1.6800
H  4.3922  -0.6327  -0.0692
H  3.4949  -0.5481  -1.5429
H  2.4391  0.1470  1.2277
H  2.2650  -1.4280  0.4587
H  0.3000  0.3714  0.4488
H  1.1716  1.0871  -0.8728
H  -1.7010  1.2559  -3.6996
H  -1.1561  3.4420  -4.7947
H  1.2089  4.1404  -4.9457
H  2.4688  0.7439  -3.0132
H  -0.7857  -1.1440  -4.5002
H  -4.4556  -4.6781  -4.2450
H  -2.6527  -4.5011  -6.1781
H  -3.0517  -6.2638  -1.3410
H  0.5666  -1.6470  1.2063
H  0.3153  -3.3656  0.7925
H  -2.0819  -1.6158  0.7391
H  -1.9259  -3.2675  1.3501
H  -2.0110  -2.3370  3.4600
H  -0.4034  -1.7473  3.1600
H  -1.8312  0.0470  3.9124
H  -1.2783  0.3921  2.3037
H  -3.7448  -1.0316  1.9828
H  -4.0143  0.0882  3.3123
H  -2.7554  1.6975  1.4031
H  -3.8651  0.6900  0.4800
H  -5.0102  2.2017  -0.8600
H  -6.3194  3.3349  -0.5042
H  -6.4413  1.6458  0.0294
C  -5.3693  3.6882  -8.4460
C  -4.8819  4.9811  -8.5770
C  -3.5892  5.2805  -8.1706
C  -2.7828  4.2852  -7.6369
C  -3.2693  2.9920  -7.5071
C  -4.5635  2.6937  -7.9099
H  -6.3777  3.4556  -8.7626
H  -5.5100  5.7560  -8.9967
H  -3.2101  6.2892  -8.2702
H  -1.7727  4.5179  -7.3240
H  -2.6378  2.2154  -7.0934
H  -4.9439  1.6855  -7.8076
C  -7.2370  -4.8835  3.0816
C  -7.0094  -4.4065  1.7984
C  -6.6658  -3.0758  1.6042
C  -6.5475  -2.2230  2.6930
C  -6.7741  -2.7002  3.9762
C  -7.1202  -4.0302  4.1701
H  -7.5062  -5.9205  3.2335
H  -7.1016  -5.0726  0.9500
H  -6.4917  -2.7017  0.6029
H  -6.2775  -1.1854  2.5414
H  -6.6797  -2.0354  4.8250
H  -7.2994  -4.4023  5.1703
C  9.9736  2.3729  9.0107
C  9.9464  0.9914  9.1409
C  9.8056  0.1909  8.0161
C  9.6959  0.7730  6.7611
C  9.7245  2.1544  6.6300
C  9.8617  2.9545  7.7556
H  10.0821  2.9969  9.8883
H  10.0352  0.5383  10.1198
H  9.7809  -0.8863  8.1175
H  9.5886  0.1486  5.8831
H  9.6404  2.6075  5.6504
H  9.8816  4.0319  7.6544

Results of the Mulliken charge analysis, in e, for atoms 1 through 6: atom 1 (C): -0.769, atom 2 (O): -0.319, atom 3 (C): -0.703, atom 4 (C): -0.616, atom 5 (C): -0.940, atom 6 (C): -0.595